DFT (the ωB97M-V functional and the def2-TZVPD basis) results for a molecular structure, C37H30BrN9STeTl.

charge	+1
gap between HOMO and LUMO	6.5817	eV

Atoms and positions in Å:
Tl -0.718 1.090 -0.231
N -1.450 3.363 3.540
C -1.765 2.458 2.580
S -2.367 3.010 1.070
N -1.599 1.195 2.904
N -1.750 0.339 1.886
C -2.409 -0.751 2.024
C -3.026 -1.171 3.317
C -2.285 -1.131 4.499
C -2.861 -1.501 5.704
C -4.195 -1.888 5.752
C -4.950 -1.894 4.589
C -4.370 -1.540 3.379
C -2.703 -1.507 0.775
C -3.271 -2.777 0.798
C -3.686 -3.359 -0.388
C -3.495 -2.681 -1.580
C -2.849 -1.459 -1.527
N -2.467 -0.888 -0.384
H -1.763 4.308 3.416
H -1.286 3.030 4.476
H -1.257 -0.800 4.472
H -2.272 -1.472 6.614
H -4.648 -2.168 6.696
H -5.999 -2.166 4.623
H -4.975 -1.524 2.481
H -3.386 -3.297 1.737
H -4.159 -4.334 -0.378
H -3.827 -3.086 -2.526
H -2.633 -0.903 -2.436
N 2.313 -1.257 3.719
C 1.175 -1.380 3.026
N 1.260 -0.671 1.924
C 2.504 -0.124 1.999
N 3.181 -0.458 3.077
C 3.073 0.730 0.943
C 4.401 1.150 1.032
N 4.980 1.852 0.068
C 4.231 2.138 -0.993
C 2.901 1.760 -1.065
N 2.308 1.060 -0.101
H 2.573 -1.667 4.599
H 0.327 -1.979 3.334
H 4.992 0.908 1.908
H 4.699 2.691 -1.800
H 2.293 2.021 -1.923
Br -0.927 1.113 -3.360
C -0.406 2.938 -3.454
C -0.449 3.515 -4.684
C -0.098 4.874 -4.825
C 0.276 5.591 -3.731
C 0.340 4.995 -2.446
C 0.746 5.758 -1.326
C 0.841 5.196 -0.090
C 0.513 3.835 0.089
C 0.099 3.079 -0.965
C -0.004 3.617 -2.272
H -0.755 2.936 -5.545
H -0.130 5.331 -5.806
H 0.541 6.638 -3.822
H 0.976 6.807 -1.474
H 1.150 5.784 0.765
H 0.592 3.413 1.085
C 0.402 -2.373 -2.960
Te 0.433 -1.752 -0.895
C 2.538 -1.878 -1.280
C 2.643 -3.084 -2.181
C 3.736 -3.939 -2.175
C 3.751 -5.050 -3.010
C 2.678 -5.299 -3.855
C 1.587 -4.438 -3.872
C 1.564 -3.331 -3.034
H 0.561 -1.490 -3.582
H -0.546 -2.832 -3.238
H 3.119 -1.975 -0.366
H 2.836 -0.964 -1.795
H 4.570 -3.744 -1.509
H 4.594 -5.729 -2.989
H 2.685 -6.174 -4.493
H 0.751 -4.635 -4.535

=====

DFT (the ωB97M-V functional and the def2-TZVPD basis) results for a molecular structure, C37H30CaF6N3O4P2S6SbSe2.

charge	-2
gap between HOMO and LUMO	5.9287	eV

Atoms and positions in Å:
Ca -2.328 0.629 -1.108
F -6.385 -2.240 -3.537
C -6.229 -1.725 -2.316
F -6.763 -0.506 -2.300
F -6.885 -2.493 -1.446
S -4.442 -1.672 -1.864
O -4.385 -0.937 -0.638
O -3.994 -3.026 -1.939
N -3.883 -0.711 -3.005
S -2.614 -1.078 -3.875
O -1.421 -0.894 -3.052
O -2.707 -2.225 -4.720
C -2.607 0.399 -5.011
F -1.348 0.666 -5.345
F -3.291 0.109 -6.122
F -3.147 1.464 -4.437
S 0.261 6.198 -0.287
Sb -1.519 4.791 -0.523
S -1.645 3.934 1.812
S -0.958 2.950 -1.851
S -3.589 5.617 -0.966
Se -2.474 1.861 1.847
Se -3.804 -0.839 2.725
C -2.525 -1.869 1.829
C -2.120 -3.096 2.409
C -1.331 -3.979 1.724
C -0.919 -3.647 0.430
C -1.282 -2.404 -0.039
N -2.024 -1.506 0.629
C -4.142 2.291 0.971
C -5.191 2.898 1.647
C -6.300 3.286 0.923
C -6.326 3.068 -0.448
C -5.241 2.451 -1.033
N -4.176 2.053 -0.333
H -2.488 -3.324 3.400
H -1.052 -4.928 2.171
H -0.356 -4.328 -0.193
H -0.970 -2.111 -1.036
H -5.109 3.070 2.711
H -7.131 3.774 1.417
H -7.159 3.389 -1.057
H -5.206 2.267 -2.100
C 1.814 -1.475 -0.800
P 0.864 0.050 -0.367
C 1.905 1.297 -1.222
C 2.019 1.099 -2.602
C 2.655 2.029 -3.404
C 3.160 3.197 -2.846
C 3.034 3.411 -1.485
C 2.424 2.462 -0.676
C 1.042 0.229 1.430
C 0.792 1.459 2.036
C 0.769 1.573 3.417
C 0.968 0.455 4.216
C 1.163 -0.784 3.622
C 1.191 -0.897 2.240
P 3.642 -1.776 -0.604
C 3.715 -2.887 0.862
C 4.734 -2.781 1.809
C 4.836 -3.686 2.856
C 3.928 -4.727 2.976
C 2.930 -4.867 2.022
C 2.836 -3.966 0.973
C 4.399 -0.237 0.037
C 5.174 0.483 -0.871
C 5.783 1.673 -0.502
C 5.639 2.148 0.792
C 4.882 1.434 1.711
C 4.264 0.251 1.336
H 1.611 -1.610 -1.864
H 1.304 -2.307 -0.312
H 1.567 0.230 -3.067
H 2.719 1.862 -4.472
H 3.615 3.951 -3.475
H 3.373 4.337 -1.042
H 2.341 2.666 0.381
H 0.561 2.334 1.442
H 0.554 2.539 3.856
H 0.930 0.541 5.294
H 1.275 -1.673 4.231
H 1.314 -1.880 1.802
H 5.448 -1.971 1.741
H 5.626 -3.566 3.587
H 3.997 -5.423 3.803
H 2.213 -5.676 2.095
H 2.051 -4.109 0.241
H 5.277 0.116 -1.885
H 6.352 2.236 -1.230
H 6.099 3.085 1.081
H 4.749 1.810 2.718
H 3.666 -0.284 2.059

=====

DFT (the ωB97M-V functional and the def2-TZVPD basis) results for a molecular structure, C37H30Cl3N4O5RhTe.

charge	+1
gap between HOMO and LUMO (spin up / spin down)	6.4323 / 6.5295	eV
multiplicity	2

Atoms and positions in Å:
Rh -1.470 0.323 -1.502
O -7.504 -2.512 1.815
N -7.061 -2.435 0.693
O -7.508 -3.019 -0.272
C -5.833 -1.622 0.503
C -5.535 -0.780 1.515
C -4.404 0.094 1.441
C -4.068 1.065 2.402
C -2.993 1.887 2.175
C -2.223 1.724 1.018
N -2.502 0.774 0.144
C -3.592 -0.008 0.324
C -3.912 -0.901 -0.742
N -3.064 -0.851 -1.802
C -3.286 -1.598 -2.864
C -4.383 -2.458 -2.905
C -5.248 -2.535 -1.841
C -5.042 -1.718 -0.709
H -6.177 -0.760 2.385
H -4.672 1.173 3.294
H -2.721 2.665 2.873
H -1.388 2.366 0.781
H -2.587 -1.504 -3.684
H -4.539 -3.066 -3.783
H -6.086 -3.208 -1.877
Cl -2.409 5.240 -2.772
C -3.060 3.670 -3.228
Cl -3.432 3.646 -4.943
Cl -4.545 3.338 -2.281
C -2.101 2.518 -2.831
O -1.432 2.676 -1.779
O -2.154 1.466 -3.497
C 7.551 2.102 -0.084
C 6.132 1.649 -0.277
C 5.326 2.214 -1.260
C 4.012 1.806 -1.452
C 3.192 2.440 -2.547
C 3.505 0.820 -0.598
Te 1.413 0.339 -0.842
N -0.347 -1.119 -0.987
C -0.644 -2.219 -0.234
O -1.736 -2.353 0.312
C 0.439 -3.239 -0.087
C 1.505 -3.342 -0.977
C 2.488 -4.297 -0.776
C 2.413 -5.151 0.316
C 1.347 -5.059 1.200
C 0.359 -4.110 0.997
C 0.941 0.753 1.182
C 0.526 -0.258 2.039
C 0.228 0.030 3.362
C 0.364 1.330 3.826
C 0.784 2.333 2.967
C 1.076 2.073 1.628
C 1.493 3.204 0.726
C 4.296 0.187 0.364
C 3.821 -0.946 1.233
C 5.604 0.634 0.512
H 7.808 2.909 -0.767
H 8.246 1.279 -0.254
H 7.709 2.456 0.936
H 5.733 2.988 -1.900
H 3.796 3.151 -3.107
H 2.328 2.982 -2.155
H 2.822 1.698 -3.258
H 1.552 -2.699 -1.847
H 3.309 -4.381 -1.476
H 3.183 -5.896 0.473
H 1.284 -5.732 2.045
H -0.484 -4.027 1.671
H 0.448 -1.279 1.695
H -0.093 -0.763 4.025
H 0.150 1.563 4.861
H 0.889 3.347 3.334
H 1.300 4.164 1.203
H 0.943 3.193 -0.220
H 2.560 3.156 0.496
H 2.984 -1.491 0.795
H 3.512 -0.586 2.217
H 4.628 -1.662 1.380
H 6.235 0.160 1.257

=====

DFT (the ωB97M-V functional and the def2-TZVPD basis) results for a molecular structure, C37H30F5O3OsPSSe.

gap between HOMO and LUMO (spin up / spin down)	7.5175 / 5.7927	eV
multiplicity	5

Atoms and positions in Å:
Os 1.591 0.416 25.221
O 4.945 1.334 27.998
S 4.386 1.322 26.684
O 5.196 0.690 25.680
O 3.003 0.674 26.727
C 4.178 3.056 26.019
C 4.703 4.066 26.770
C 4.756 5.385 26.276
C 4.137 5.695 25.046
C 3.422 4.695 24.413
C 3.400 3.383 24.889
P 2.593 2.094 23.905
C 3.713 1.689 22.577
C 4.674 2.583 22.093
C 5.383 2.213 20.902
C 5.167 1.042 20.259
C 4.275 0.148 20.814
C 3.603 0.440 21.987
C 1.188 2.924 23.050
C 0.532 4.017 23.616
C -0.406 4.799 22.820
C -0.558 4.395 21.517
C 0.059 3.280 20.989
C 0.947 2.585 21.715
H 5.123 3.776 27.720
H 5.217 6.189 26.828
H 3.896 6.717 24.693
H 2.838 5.017 23.537
H 4.905 3.492 22.536
H 6.107 2.924 20.581
H 5.687 0.759 19.342
H 4.130 -0.842 20.402
H 2.940 -0.346 22.330
H 0.729 4.356 24.654
H -1.001 5.569 23.219
H -1.287 4.923 20.887
H -0.186 3.011 19.968
H 1.445 1.714 21.204
C -1.044 6.991 28.083
C -0.745 5.537 27.797
C -1.610 4.872 26.867
C -1.444 3.511 26.608
C -2.369 2.840 25.592
C -0.361 2.808 27.182
Se -0.294 0.916 26.839
C 0.492 3.396 28.125
C 1.565 2.709 28.885
C 0.224 4.760 28.386
H -1.855 7.131 28.877
H -1.329 7.592 27.125
H -0.157 7.444 28.466
H -2.358 5.343 26.256
H -2.226 3.303 24.556
H -3.392 3.099 25.827
H -2.220 1.792 25.505
H 1.664 3.120 29.906
H 2.483 2.901 28.371
H 1.398 1.584 28.792
H 0.882 5.277 29.192
F 2.833 -2.199 24.419
C 2.082 -1.690 25.478
F 1.071 -2.549 25.873
H 2.758 -1.673 26.327
F -1.688 -4.082 17.306
C -2.322 -3.063 17.974
F -2.596 -2.110 17.066
F -3.474 -3.603 18.335
C -1.512 -2.554 19.163
C -1.899 -1.357 19.731
C -1.250 -0.909 20.889
C -0.209 -1.650 21.493
C 0.143 -2.874 20.948
C -0.564 -3.325 19.824
C 0.247 -1.041 22.701
C 0.634 -0.371 23.680
H -2.608 -0.635 19.212
H -1.417 0.104 21.257
H 0.837 -3.526 21.290
H -0.143 -4.218 19.334

=====

DFT (the ωB97M-V functional and the def2-TZVPD basis) results for a molecular structure, C37H31AsBrF4MnNOP2S8.

charge	+3
gap between HOMO and LUMO (spin up / spin down)	6.1059 / 6.5272	eV

Atoms and positions in Å:
Mn -0.238 -0.028 0.052
F -1.024 4.115 5.593
C -0.587 3.661 4.440
C -0.029 4.526 3.497
F 0.076 5.811 3.759
C 0.427 4.040 2.267
F 0.953 4.911 1.418
C 0.347 2.690 1.938
P 1.006 1.913 0.394
C 2.749 1.638 0.855
C 3.170 1.481 2.176
C 4.503 1.205 2.449
C 5.420 1.066 1.417
C 5.006 1.224 0.101
C 3.680 1.505 -0.181
C 1.007 3.221 -0.858
C 2.084 4.097 -0.994
C 1.989 5.160 -1.872
C 0.838 5.356 -2.619
C -0.221 4.467 -2.509
C -0.140 3.399 -1.633
C -0.212 1.849 2.900
Br -0.302 -0.010 2.521
C -0.670 2.299 4.129
F -1.179 1.432 4.989
H 2.481 1.608 2.999
H 4.828 1.127 3.475
H 6.458 0.859 1.635
H 5.721 1.152 -0.705
H 3.365 1.640 -1.209
H 2.974 3.967 -0.398
H 2.812 5.852 -1.957
H 0.765 6.204 -3.281
H -1.113 4.629 -3.095
H -0.962 2.702 -1.524
S 3.709 -3.752 2.107
As 3.305 -1.699 1.489
S 1.269 -1.949 0.225
S 1.678 -0.637 -1.212
S 2.761 -2.457 3.465
S -0.845 -2.313 -2.806
P -2.154 -2.998 -1.220
S -2.090 -1.619 0.218
C -1.566 -4.611 -0.675
C -1.848 -5.726 -1.463
C -1.489 -6.978 -1.002
C -0.859 -7.117 0.227
C -0.588 -6.001 1.007
C -0.940 -4.741 0.562
C -3.782 -3.173 -1.996
C -4.845 -3.412 -1.127
C -6.101 -3.660 -1.650
C -6.295 -3.671 -3.024
C -5.234 -3.421 -3.882
C -3.970 -3.175 -3.375
H -2.341 -5.606 -2.417
H -1.713 -7.847 -1.598
H -0.587 -8.099 0.584
H -0.118 -6.114 1.971
H -0.750 -3.868 1.175
H -4.684 -3.406 -0.056
H -6.927 -3.854 -0.986
H -7.275 -3.874 -3.426
H -5.389 -3.428 -4.949
H -3.145 -2.997 -4.052
C -4.243 1.068 -0.888
S -3.204 1.289 0.587
C -3.528 3.068 0.761
O -1.768 1.301 0.046
H -5.274 1.222 -0.587
H -4.130 0.056 -1.265
H -3.960 1.791 -1.646
H -4.600 3.232 0.754
H -3.054 3.592 -0.064
H -3.119 3.414 1.704
S -1.144 -0.260 -2.427
C -0.233 0.414 -3.784
N 0.915 -0.158 -4.185
C 1.595 0.270 -5.257
C 1.134 1.342 -5.987
C -0.040 1.979 -5.585
C -0.724 1.514 -4.473
H 1.295 -0.921 -3.619
H 2.497 -0.267 -5.514
H 1.663 1.671 -6.868
H -0.427 2.811 -6.152
H -1.651 1.962 -4.159

=====

DFT (the ωB97M-V functional and the def2-TZVPD basis) results for a molecular structure, C37H31BF2N3O2RhSb.

charge	+1
gap between HOMO and LUMO	6.1755	eV

Atoms and positions in Å:
Rh 0.407 1.330 -0.126
O 7.035 2.283 -1.133
C 6.519 2.427 -0.019
O 6.950 2.564 1.131
C 4.942 2.374 -0.072
C 4.201 2.434 1.107
C 2.832 2.288 1.039
N 2.231 2.121 -0.146
C 2.920 2.031 -1.292
C 4.290 2.174 -1.286
C 2.076 1.671 -2.461
C 2.546 1.691 -3.761
C 1.699 1.336 -4.797
C 0.393 0.974 -4.505
C -0.012 0.977 -3.185
N 0.803 1.304 -2.182
C 1.896 2.203 2.184
C 2.253 2.534 3.476
C 1.316 2.429 4.490
C 0.033 2.012 4.181
C -0.266 1.698 2.868
N 0.642 1.768 1.891
H 4.754 2.550 2.030
H 4.909 2.093 -2.170
H 3.567 1.991 -3.951
H 2.050 1.352 -5.819
H -0.308 0.704 -5.281
H -1.022 0.713 -2.909
H 3.258 2.878 3.675
H 1.584 2.683 5.507
H -0.736 1.931 4.936
H -1.257 1.391 2.582
C -3.656 0.033 2.131
C -2.628 -0.861 2.778
C -2.795 -1.288 4.092
C -1.884 -2.147 4.690
C -0.789 -2.611 3.978
C -0.599 -2.198 2.666
C -1.505 -1.318 2.080
Sb -1.203 -0.653 0.099
C 0.603 -1.607 -0.512
C 1.689 -1.273 0.312
C 2.999 -1.468 -0.113
C 3.224 -1.995 -1.373
C 2.146 -2.349 -2.181
C 0.827 -2.161 -1.780
C -0.292 -2.585 -2.694
C -2.904 -1.524 -0.798
C -3.013 -2.895 -0.570
C -4.104 -3.595 -1.059
C -5.089 -2.914 -1.759
C -4.987 -1.546 -1.957
C -3.898 -0.819 -1.481
C -3.855 0.673 -1.682
H -4.309 0.484 2.877
H -4.281 -0.534 1.438
H -3.199 0.851 1.563
H -3.658 -0.947 4.650
H -2.039 -2.464 5.712
H -0.086 -3.296 4.433
H 0.247 -2.576 2.107
H 1.519 -0.891 1.315
H 3.827 -1.209 0.535
H 4.236 -2.147 -1.725
H 2.336 -2.787 -3.153
H 0.097 -2.863 -3.672
H -1.035 -1.799 -2.839
H -0.824 -3.445 -2.285
H -2.249 -3.424 -0.009
H -4.185 -4.660 -0.887
H -5.950 -3.447 -2.140
H -5.776 -1.022 -2.482
H -4.822 1.044 -2.016
H -3.129 0.958 -2.444
H -3.604 1.197 -0.757
F -2.007 2.875 0.529
B -0.975 2.724 -0.300
F -0.925 3.569 -1.320

=====

Which formula does entry 3 have?
C37H30Cl3N4O5RhTe